# 1
This record from the Open Molecules 2025 dataset describes a molecular structure, C42H58F6IN6O8S3Sr at a distorted geometry. The level of theory is the ωB97M-V functional and the def2-TZVPD basis.

The calculation puts the total energy at -127562.5078 eV. The total charge is -1.

Geometry as XYZ:
```
125
Properties=species:S:1:pos:R:3:forces:R:3
Sr -22.3787 -8.0699 -3.8255 0.15 0.04 -0.05
C -14.1982 -7.1324 -5.1345 0.08 -0.80 -1.42
C -15.2636 -7.2252 -6.2966 -0.07 0.24 -0.29
C -15.2970 -8.5937 -6.9837 1.06 -0.87 0.54
C -14.9761 -6.0785 -7.3374 0.19 0.05 1.29
C -16.5984 -6.9510 -5.6779 -0.35 0.70 0.14
C -17.6728 -7.7964 -5.6009 0.38 0.17 0.27
C -18.8590 -7.3322 -4.8897 0.69 -0.10 0.35
N -20.0265 -7.8963 -4.9155 -2.64 -0.37 -0.44
C -20.4180 -8.8997 -5.8795 2.63 -1.23 -1.12
C -19.7234 -8.7594 -7.1992 -0.03 1.15 0.12
C -19.4801 -9.8659 -7.9514 0.43 -0.59 0.36
C -19.4142 -11.1494 -7.2841 -0.11 -0.69 -0.38
C -19.8204 -11.4422 -5.9567 0.87 1.08 -0.99
C -20.3252 -10.3301 -5.2475 -1.20 0.11 0.57
O -20.8703 -10.4228 -4.0971 -0.29 0.66 0.11
C -19.4194 -12.7401 -5.2102 0.49 0.31 0.89
C -20.5393 -13.6318 -4.6722 -1.35 0.30 -0.33
C -18.5253 -12.2839 -3.9884 -0.60 0.87 -1.38
C -18.5994 -13.6895 -6.0579 1.08 -0.54 0.02
C -19.1903 -9.7008 -9.4460 0.78 0.98 -0.69
C -18.8159 -8.2115 -9.7128 1.51 -0.20 -1.20
C -20.4885 -10.0835 -10.2916 1.35 0.25 0.77
C -17.8956 -10.4515 -10.0125 -1.35 -0.91 0.33
C -18.7539 -6.1562 -3.9688 1.90 0.04 -1.73
O -19.5902 -5.8786 -3.0854 -0.86 0.34 0.69
C -17.6277 -5.2742 -4.2286 0.28 -0.04 -0.06
C -16.6371 -5.6439 -5.1008 -1.61 -1.00 0.59
C -17.4442 -4.0048 -3.4113 -0.03 0.59 -0.79
C -18.6748 -3.0730 -3.5481 -0.86 -0.67 1.93
C -17.2662 -4.4078 -1.9494 -0.17 0.91 1.39
C -16.1770 -3.2248 -3.8109 1.02 0.46 1.11
H -13.2243 -7.2488 -5.6280 0.13 0.29 0.31
H -14.2820 -7.9694 -4.4390 -0.27 0.05 0.03
H -14.2665 -6.1903 -4.5835 0.11 -0.23 -0.23
H -14.2570 -8.8798 -7.3556 -1.43 0.23 0.23
H -16.0809 -8.7140 -7.7464 0.51 0.55 -0.21
H -15.6395 -9.3462 -6.2428 0.67 0.22 -0.18
H -14.2389 -6.4131 -8.0461 0.64 0.04 -0.21
H -14.6488 -5.1523 -6.7938 0.00 -0.85 -0.75
H -15.8555 -5.8080 -7.9027 -0.44 -0.08 -0.09
H -17.6192 -8.8224 -6.0243 -0.32 0.99 0.46
H -19.4312 -7.7017 -7.5006 -0.97 -1.63 0.30
H -18.9232 -11.9528 -7.8448 -0.45 0.24 0.03
H -21.2729 -13.1038 -4.0442 0.40 0.00 -0.09
H -20.1331 -14.4790 -4.1079 0.06 0.17 -0.04
H -21.1154 -14.0489 -5.5235 0.22 0.12 0.36
H -19.1725 -11.6760 -3.3300 0.61 -0.44 -0.05
H -17.7390 -11.6418 -4.4278 -0.19 -0.12 0.43
H -18.0387 -13.1249 -3.5160 -0.11 -0.31 0.36
H -19.2152 -14.2934 -6.7180 -0.11 0.25 -0.50
H -18.1337 -14.4474 -5.3990 -0.12 0.37 -0.07
H -17.7693 -13.2158 -6.6026 -0.32 -0.08 0.04
H -19.6142 -7.5254 -9.8553 -1.14 0.49 0.55
H -18.3474 -8.1575 -10.7296 -0.02 -0.20 0.69
H -18.0709 -7.7746 -8.9943 -0.68 -0.56 -0.58
H -21.4059 -9.5911 -9.9513 0.40 -0.18 0.18
H -20.5481 -11.1474 -10.2145 -0.60 -0.87 0.32
H -20.3938 -9.9222 -11.3572 0.41 0.51 -0.35
H -16.9632 -9.9538 -9.6790 -0.57 -0.30 -0.12
H -17.9994 -10.3630 -11.1190 0.41 -0.23 0.69
H -17.8653 -11.5542 -9.7247 0.00 1.37 -0.41
H -15.8102 -5.0002 -5.2660 0.31 0.33 0.00
H -19.5538 -3.6914 -3.2467 0.55 0.64 -0.14
H -18.9850 -2.6059 -4.4768 0.74 -0.11 -0.46
H -18.5564 -2.2906 -2.7702 -0.22 -0.12 -0.47
H -18.2430 -4.6173 -1.4668 0.67 -0.56 -0.44
H -16.9082 -3.5309 -1.3579 0.02 -0.33 -0.47
H -16.4959 -5.1974 -1.8124 -0.75 0.23 -0.14
H -16.1303 -2.9729 -4.8618 -0.02 -0.13 -0.38
H -15.2260 -3.7745 -3.5096 -1.08 0.57 -0.46
H -16.1341 -2.2276 -3.2812 -0.22 -1.04 -0.28
F -23.3069 -11.7232 -0.2190 1.08 1.26 1.45
C -23.2130 -10.4417 0.2959 -1.13 -0.29 -3.39
F -22.6415 -9.6943 -0.7506 -0.68 -0.90 1.87
F -22.5087 -10.2902 1.3744 0.46 -0.56 0.15
S -24.9932 -9.9498 0.5076 0.13 2.02 -0.32
O -24.9431 -8.5102 0.7992 -0.42 -2.27 -0.39
O -25.5657 -10.8246 1.4938 0.44 0.33 -0.73
N -25.5629 -10.2944 -0.9389 -0.11 0.03 -1.40
S -25.5675 -9.8170 -2.4466 -0.81 0.80 -1.94
O -24.6895 -8.6221 -2.8030 -1.65 -2.39 1.51
O -26.9239 -9.9131 -3.0364 1.67 1.51 1.76
C -24.9556 -11.0840 -3.7673 0.66 0.20 0.31
F -24.8494 -10.4674 -5.0274 -0.17 -0.98 2.45
F -23.7548 -11.5517 -3.4065 -0.40 0.01 -0.66
F -25.8437 -12.0758 -3.8446 0.87 0.48 -0.23
O -21.6676 -1.7235 -3.4867 -0.19 0.69 -0.28
H -21.9365 -0.9663 -4.0269 0.38 -0.04 0.13
H -22.4824 -2.2218 -3.4701 -0.22 -0.68 0.15
O -20.7697 -7.7715 -2.1210 -0.59 0.03 1.27
H -20.2746 -6.9124 -2.3611 0.24 -0.19 -0.53
H -20.1910 -8.3256 -1.6068 0.24 -0.33 0.07
N -22.8539 -5.4262 -2.8428 0.08 -0.16 3.29
C -22.8714 -5.3888 -1.6511 -0.40 -0.37 -3.11
N -23.0053 -5.2721 -0.3475 0.51 0.10 0.22
C -22.9654 -6.4469 0.5669 -0.32 -0.10 -0.71
C -22.3795 -6.0404 1.8959 -1.19 -0.21 0.37
C -23.3842 -5.0459 2.4857 -0.47 0.79 -1.06
C -23.3700 -3.7524 1.5856 1.87 -0.41 0.71
C -23.5718 -3.9820 0.1028 -0.49 -0.62 -0.67
H -22.4006 -7.2290 0.0751 0.31 0.00 -0.23
H -23.9758 -6.8769 0.7047 0.63 0.68 -0.08
H -21.3719 -5.6564 1.8093 0.22 0.27 -0.06
H -22.3625 -6.9137 2.5455 0.15 -0.20 -0.03
H -23.1173 -4.7293 3.4771 0.09 0.06 0.57
H -24.3800 -5.5404 2.5280 0.53 0.37 -0.04
H -22.3190 -3.3788 1.7660 -0.94 -0.09 -0.42
H -24.0229 -2.9528 1.9058 -0.36 0.01 0.26
H -23.1105 -3.2281 -0.5439 0.02 0.15 0.45
H -24.6402 -3.9841 -0.1662 0.04 0.01 0.29
I -23.1075 -4.7852 -7.6821 0.78 -0.20 -0.03
C -24.4730 -5.4562 -6.2910 -1.19 -1.53 0.92
C -25.5925 -4.6310 -6.1502 -0.27 0.53 -0.35
C -26.7124 -5.0791 -5.4737 0.76 -1.91 0.26
C -26.6529 -6.4443 -5.0503 -3.25 2.46 0.36
C -25.5057 -7.1462 -5.1247 0.44 -1.34 -0.24
N -24.3985 -6.6896 -5.7278 0.43 1.36 -0.54
H -25.6177 -3.6899 -6.7010 0.12 -0.10 0.43
H -27.5995 -4.4711 -5.2978 0.24 -0.17 -0.28
H -27.6214 -6.8719 -4.6870 1.31 0.10 -0.02
H -25.5426 -8.1722 -4.7111 0.51 0.88 -0.63
S -23.5836 -9.6745 -8.2123 -1.59 -1.02 -1.71
C -22.6097 -9.2757 -7.1100 2.40 2.34 2.98
N -21.9301 -8.7331 -6.2486 -0.97 -0.98 -0.61
```
Positions in Å, forces in eV/Å.

***

# 2
This record from the Open Molecules 2025 dataset describes C7H6FN3O2 in the gas phase at a distorted geometry. The level of theory is the ωB97M-V functional and the def2-TZVPD basis.

The calculation puts the total energy at -18632.2557 eV. As for the SMILES: N#C/C=C/C=C\C(N)=C(\F)[N+](=O)[O-]. For the energy relative to the best compared isomer or geometry (same formula, charge and spin), the calculation gives 536.1 kJ/mol.

Geometry as XYZ:
```
19
Properties=species:S:1:pos:R:3:forces:R:3
N -1.0444 -0.2306 3.7882 -0.03 0.27 0.80
C -0.9432 -0.4201 2.6653 0.01 -0.17 0.76
C -0.8303 -0.6738 1.3013 -3.23 -0.08 -1.79
C -0.1143 -1.6424 0.7596 1.73 -1.13 1.21
C 0.3240 -1.7333 -0.5857 0.00 0.42 -0.34
C 0.8501 -0.7041 -1.2597 -1.43 1.82 1.51
C 0.7893 0.6938 -0.7467 1.01 -3.54 -0.86
N 1.9258 1.3233 -0.5190 2.62 1.08 0.09
C -0.3488 1.0895 -0.1918 -2.81 3.18 -0.11
F -0.4330 2.2538 0.5305 0.72 -0.76 -0.41
N -1.5460 1.0432 -1.0542 -0.69 -1.06 -1.84
O -2.2341 2.0438 -1.1913 0.78 -0.73 0.77
O -1.7386 -0.0041 -1.7115 0.03 1.34 1.33
H -1.7164 -0.3770 0.6695 1.09 0.00 1.12
H 0.4841 -2.2970 1.4163 -0.37 0.23 -0.15
H 0.4540 -2.7120 -0.9585 0.43 -0.95 -0.50
H 1.4448 -0.8554 -2.0755 1.38 -0.54 -2.19
H 2.8747 1.0575 -0.8864 -1.94 0.28 0.80
H 1.8023 2.1447 0.0496 0.71 0.33 -0.20
```
Positions in Å, forces in eV/Å.

***

# 3
This record from the Open Molecules 2025 dataset describes C4H11NOS in the gas phase. The level of theory is the ωB97M-V functional and the def2-TZVPD basis.

The calculation puts the total energy at -18698.7852 eV. As for the SMILES: C[C@@H](CS)NCO. For the energy relative to the best compared isomer or geometry (same formula, charge and spin), the calculation gives 109.4 kJ/mol.

Geometry as XYZ:
```
18
Properties=species:S:1:pos:R:3:forces:R:3
C 1.0873 1.0184 0.7792 0.22 -0.02 -0.33
C 0.3213 0.1896 -0.2572 -0.10 -0.12 0.38
C 1.1033 -1.0351 -0.7272 0.55 0.30 -0.38
S 2.8665 -0.6336 -1.1225 -0.34 -0.12 0.25
N -0.9526 -0.3156 0.2775 -0.21 0.25 0.30
C -2.0759 0.5988 0.1057 0.28 -0.48 -0.03
O -3.2563 -0.0803 0.4536 -0.08 0.00 0.19
H 1.7012 0.3646 1.3950 -0.16 -0.09 0.32
H 1.7994 1.7016 0.3188 -0.05 0.11 -0.12
H 0.4006 1.6019 1.3893 0.01 0.02 0.07
H 0.0596 0.8080 -1.1142 0.14 0.09 -0.14
H 0.6855 -1.4064 -1.6556 -0.32 -0.20 0.10
H 1.0534 -1.7998 0.0457 0.11 -0.01 -0.01
H 3.2395 -1.9128 -1.2580 0.04 0.05 -0.06
H -0.8654 -0.4530 1.2869 0.18 -0.19 -0.29
H -2.0931 0.8919 -0.9476 0.01 0.21 0.02
H -2.0001 1.4726 0.7611 -0.17 0.16 -0.17
H -3.0742 -1.0109 0.2694 -0.11 0.04 -0.10
```
Positions in Å, forces in eV/Å.

***

# 4
This record from the Open Molecules 2025 dataset describes a molecular structure, CH2Cl2F12O4P3V at a distorted geometry. The level of theory is the ωB97M-V functional and the def2-TZVPD basis.

The calculation puts the total energy at -120479.3413 eV. As for the spin multiplicity: 5. The total charge is -2.

Geometry as XYZ:
```
25
Properties=species:S:1:pos:R:3:forces:R:3
V -18.2457 26.9157 -0.1314 2.60 -1.31 -1.29
P -15.9730 27.6282 -0.9041 1.06 -3.58 -2.18
O -17.2471 28.3333 -1.4269 0.39 4.70 0.98
O -14.9211 26.9148 -1.7516 6.79 5.95 -0.49
O -16.6544 26.3511 -1.3466 -9.35 -8.93 -0.87
O -16.1801 26.9406 0.4799 0.54 3.14 3.07
P -21.0753 26.8674 -0.8075 -1.81 -0.04 -2.20
F -22.1375 28.0734 -0.6163 0.47 -0.10 1.20
F -20.2838 27.1174 0.5986 -1.28 -0.09 0.77
F -22.1663 25.8079 -0.1469 1.59 0.98 -0.20
F -19.9849 25.6852 -1.1216 -0.47 0.20 0.47
F -21.7007 26.6638 -2.2628 -0.23 -0.73 -0.36
F -20.0271 27.9416 -1.4728 -0.03 -0.15 0.37
P -17.0434 23.3749 0.8663 2.23 -0.40 -1.30
F -16.0554 22.0827 1.0965 -0.77 -0.06 0.81
F -17.6501 23.2624 2.3941 0.07 -0.01 -1.34
F -15.8506 24.3595 1.3543 -0.52 -0.32 1.26
F -17.9364 24.7226 0.5522 -1.05 -0.55 0.48
F -16.3548 23.5091 -0.5835 -0.86 -0.22 -0.71
F -18.1929 22.3571 0.2110 0.52 1.26 1.21
C -18.4336 28.6649 3.0820 -0.30 0.33 -0.41
Cl -18.2247 26.9191 3.0144 0.08 0.11 0.32
Cl -18.6594 29.3474 1.4354 0.20 0.30 0.45
H -19.3463 28.9042 3.6278 0.24 -0.13 0.02
H -17.5612 29.1622 3.5058 -0.10 -0.33 -0.03
```
Positions in Å, forces in eV/Å.

***

Which formula does entry 4 have?
CH2Cl2F12O4P3V